{"formula": "C10H20IO20S5Ti", "method": "ωB97M-V/def2-TZVPD", "total_energy_ev": -137021.6905, "homo_energy_ev": [-7.319, -6.034], "gap_ev": [6.82, 3.19], "spin_multiplicity": 4, "elements": ["C", "O", "C", "O", "H", "H", "O", "H", "H", "H", "O", "O", "S", "C", "O", "C", "I", "H", "H", "C", "O", "O", "H", "O", "C", "H", "H", "H", "S", "H", "S", "H", "Ti", "C", "H", "C", "O", "H", "H", "O", "S", "S", "H", "O", "O", "O", "O", "C", "H", "H", "O", "O", "O", "H", "C", "O", "O"], "positions_angstrom": [[6.86764, 4.05934, -4.73152], [7.95951, -3.17548, 1.00773], [-6.50306, -5.75269, 0.79911], [7.31450, -3.34233, 3.30654], [-5.90555, 6.00794, 3.25909], [7.69454, 2.11945, -5.42581], [-0.89466, 0.91470, -5.79997], [-6.88042, -6.27086, 3.09095], [-7.13547, -4.86847, 0.87862], [6.00339, 4.29752, -5.35155], [5.44378, -3.29100, 1.63243], [7.24220, 2.11794, -3.52184], [-3.97552, -5.59343, 1.30390], [-6.20771, -6.41531, 2.24556], [-4.98945, 2.89292, 2.85221], [8.95661, -2.69559, 1.89541], [1.39614, 3.00282, 6.62104], [5.92746, 2.10059, -5.09294], [7.78581, -1.34335, 3.18812], [-3.74305, 2.11869, -4.85144], [-7.19145, 1.76893, 3.02446], [-2.50977, 2.22582, -4.18515], [-5.11278, 4.46819, 5.14988], [7.86778, 3.34452, -1.40992], [8.23761, -2.33387, 3.24130], [-4.39719, 2.80682, -4.31603], [9.53812, -3.58706, 2.13046], [-4.63609, 0.40894, -3.85120], [6.77854, -3.90935, 1.87277], [-6.21253, -7.50388, 2.30108], [-6.39497, 2.96281, 3.24126], [8.88803, -2.30142, 4.11538], [1.01147, 0.38460, 1.98017], [-4.04133, 0.64043, -4.73481], [-3.74162, 2.33911, -5.91892], [-6.18825, 4.60954, 5.04269], [-0.97923, 0.38702, -3.21943], [-4.63729, 0.33860, -5.59611], [7.77138, 4.45414, -5.19570], [-5.25634, -5.47019, 0.19691], [6.73326, 3.07587, -2.32342], [-1.55255, 0.88374, -4.47251], [9.53136, -1.86261, 1.49056], [-4.95300, -5.91414, 2.57585], [-3.07854, -6.76613, 1.21113], [6.67041, 4.36276, -3.39580], [-7.16307, 4.34994, 2.83253], [-6.66150, 5.38783, 3.74088], [-7.46382, 6.08381, 3.98581], [-7.09181, -6.45329, 0.20699], [-6.53896, 3.36508, 4.80424], [6.88379, -5.38409, 1.89047], [5.42498, 2.72930, -1.66618], [-6.60811, 5.03327, 5.95497], [6.89537, 2.49944, -4.78938], [-3.32348, -4.25196, 1.42290], [-2.85508, -0.05589, -4.64379]], "atomic_forces_ev_per_a": [[-0.5, -2.0, -1.7], [-1.7, -0.2, 0.1], [-1.2, -1.3, 1.8], [-1.9, -2.0, 0.3], [0.3, -0.5, -0.1], [-0.2, 0.1, -0.2], [-1.0, 0.5, 3.7], [-0.3, 1.3, -0.4], [0.5, 0.3, 0.2], [0.0, 0.8, 0.3], [3.9, -1.6, 0.1], [0.0, -1.4, 3.2], [1.9, 0.9, 1.0], [-0.7, -0.2, -1.1], [-2.4, 1.0, 0.6], [0.7, -0.2, 1.9], [0.0, -0.2, -0.3], [0.0, -0.1, 0.1], [-0.4, 0.0, -0.1], [-0.2, -0.4, -0.2], [0.8, 2.5, 0.1], [2.9, -0.3, -0.1], [0.5, 1.7, 0.1], [-2.8, -0.9, -2.4], [1.3, 1.4, -1.9], [-0.2, -0.3, -0.1], [0.7, 0.3, -0.1], [0.0, 0.1, 0.2], [-2.6, -0.6, 0.7], [0.5, -0.3, -1.1], [0.2, -1.6, 0.5], [0.1, -0.6, -0.2], [0.0, 0.2, 0.3], [-2.7, 0.1, 0.3], [0.6, 0.6, 0.0], [2.1, 3.4, -0.6], [-0.1, 1.9, -2.8], [0.2, -0.3, -0.1], [0.1, 0.4, 0.7], [1.9, -0.5, 1.2], [0.4, 1.1, 2.2], [-1.1, -1.4, -0.4], [-0.2, -0.3, -0.4], [1.8, 1.1, -0.2], [-2.5, 2.6, -0.7], [-0.7, 0.1, 2.2], [1.2, -0.4, 0.1], [0.1, 0.3, 0.4], [-0.4, -0.5, -0.2], [0.5, -0.2, -0.2], [-2.1, -5.6, -0.7], [0.1, 3.8, -0.3], [3.8, 1.0, -3.0], [-0.2, -0.3, -0.1], [0.0, 1.0, -1.4], [-2.4, -3.9, -0.4], [1.4, -0.5, -0.5]], "lowdin_spin": [0.000, 0.000, 0.000, 0.000, 0.000, 0.000, 0.000, 0.000, 0.000, 0.000, 0.000, 0.000, 0.000, 0.000, 0.000, 0.000, 0.613, 0.000, 0.000, 0.000, 0.000, 0.000, 0.000, 0.000, 0.000, 0.000, 0.000, 0.000, 0.000, 0.000, 0.000, 0.000, 2.386, 0.000, 0.000, 0.000, 0.001, 0.000, 0.000, 0.000, 0.000, 0.000, 0.000, 0.000, 0.000, 0.000, 0.000, 0.000, 0.000, 0.000, 0.000, 0.000, 0.000, 0.000, 0.000, 0.000, 0.000]}

{"formula": "C3H6N2S2", "method": "ωB97M-V/def2-TZVPD", "total_energy_ev": -27858.5218, "homo_energy_ev": -9.019, "gap_ev": 8.58, "spin_multiplicity": 1, "elements": ["H", "H", "H", "C", "H", "N", "H", "C", "S", "C", "H", "N", "S"], "positions_angstrom": [[0.46968, -1.02756, 1.56802], [2.27122, 1.67385, 0.18792], [0.56625, 0.68714, 1.74078], [0.55901, -0.13548, 0.99254], [1.06351, -1.98250, -0.44468], [1.81422, -1.32494, -0.68754], [-2.33468, 1.29150, -0.73912], [1.70332, -0.27476, 0.02570], [-1.68539, -1.31649, -0.04686], [-0.74195, -0.03998, 0.22701], [3.24341, 0.75555, -0.77750], [2.59840, 0.74840, 0.00237], [-1.14524, 1.65019, -0.21632]], "atomic_forces_ev_per_a": [[0.2, -0.8, 0.4], [-0.3, 0.2, 0.4], [0.5, -0.2, -0.7], [-1.0, 0.9, 0.5], [0.3, 0.2, -0.2], [0.1, 0.2, 0.2], [0.2, 0.3, 0.0], [-0.3, -0.8, -0.1], [-0.1, 0.0, -0.2], [-0.3, 0.9, 0.2], [0.0, -0.3, 0.1], [0.8, 0.4, -0.6], [-0.1, -1.1, 0.0]], "nbo_charge": [0.256, 0.381, 0.234, -0.579, 0.344, -0.688, 0.157, 0.436, 0.053, -0.247, 0.396, -0.798, 0.055]}

{"formula": "C3H5N3", "method": "ωB97M-V/def2-TZVPD", "total_energy_ev": -7658.4098, "homo_energy_ev": -8.528, "gap_ev": 9.41, "spin_multiplicity": 1, "elements": ["H", "N", "C", "H", "C", "N", "C", "H", "N", "H", "H"], "positions_angstrom": [[0.15712, 0.26330, 2.22679], [-1.18633, -0.80987, 1.09072], [-0.26204, -0.21164, -0.94059], [-0.69576, 0.44817, -1.69520], [0.42823, 0.44442, 0.14277], [-0.21978, 0.19106, 1.29469], [-1.20388, -1.04143, -0.18671], [2.16211, 1.54724, 0.21532], [1.61604, 0.84204, -0.26964], [1.13102, 0.08044, -1.30914], [-1.92672, -1.75372, -0.56901]], "atomic_forces_ev_per_a": [[0.0, 0.0, -0.1], [0.0, -0.1, -0.4], [-0.3, 0.0, 0.2], [0.1, -0.1, 0.1], [-0.1, -0.2, -0.1], [0.3, 0.1, 0.0], [-0.1, 0.0, 0.1], [-0.1, -0.1, -0.1], [0.0, 0.1, 0.1], [0.1, 0.1, 0.1], [0.1, 0.1, 0.1]], "nbo_charge": [0.405, -0.260, -0.665, 0.261, 0.441, -0.428, 0.049, 0.382, -0.834, 0.439, 0.208]}

Which strongest force on any atom belongs to each record? In order, 6.0 1.5 0.4 eV Å⁻¹.
Which relative energy (zero: lowest compared OMol25 entry of this formula, charge and spin) belongs to each record? In order, 8.9868 0.5750 4.0457 eV.